DFT (ωB97M-V/def2-TZVPD) results for C6H7N3 as an isolated structure.

```
! wB97M-V def2-TZVPD RIJCOSX def2/J DEFGRID3
* xyz 0 1
C 0.43947 2.40703 -2.24570
C -0.12931 1.24555 -1.76965
C 1.54375 1.97226 -0.46098
C 0.29202 0.09208 0.42483
C -0.63139 -1.10526 0.59173
C 0.23039 -1.29043 1.85881
N 1.46313 2.82422 -1.43253
N 0.92698 -0.03940 1.56149
N 0.61142 0.94455 -0.57334
H 0.01955 2.83062 -3.10692
H -0.88354 0.47684 -2.08265
H 2.20500 2.12377 0.30497
H -1.59709 -0.86471 0.68628
H -0.45662 -1.81579 -0.31031
H -0.14101 -1.17242 2.91910
H 0.75974 -2.20577 1.79066
*
```

Properties
Energy relative to the best compared isomer or geometry (same formula, charge and spin) ... 44.5 kcal per mole
HOMO-LUMO gap ... 10.02 eV
LUMO level ... 0.031 Ha
Molecular weight ... 121.1 g/mol

Here are the natural (NBO) charges for atoms 1 to 5, given in e: -0.081, -0.097, 0.216, 0.427, -0.448